A structure of composition C15H29AsBrN3O3PtSi2 in a non-equilibrium geometry, computed with ωB97M-V/def2-TZVPD.

ΔE to the lowest compared entry with this formula, charge and spin = 2.128 eV
orbital gap (alpha / beta) = 5.548 / 5.547 eV
E = -6486.9796 Eh

```
! RIJCOSX wB97M-V def2-TZVPD def2/J DEFGRID3
* xyz 0 1
Pt 1.0618 0.5588 0.1269
Br 2.2472 -2.9350 0.7910
As -0.3641 -1.2852 -0.3973
Si -1.2708 -2.1482 1.6058
Si -2.2572 -0.8945 -1.8046
O -1.7043 0.7279 0.5307
O 2.8351 3.4334 0.2119
O 7.0273 -1.3127 -0.0627
N -0.6137 1.4353 0.3358
N 2.9579 -0.2845 0.0450
N 1.6115 2.7214 0.1374
C 5.2666 0.3555 -0.3045
C -1.5254 -0.1213 -3.3973
C -1.1900 -4.0624 1.4940
C 5.7263 -0.9424 -0.0359
C -0.7039 2.7533 0.1901
C 4.7578 -1.8937 0.2703
C 3.9243 0.6182 -0.2703
C 0.5329 4.9458 -0.1644
C -3.1172 -1.7458 1.8309
C -3.8877 -0.0028 -1.3554
C -2.7206 -2.7202 -2.1773
C -2.0657 3.3800 0.2435
C 3.4316 -1.5282 0.3063
C -0.2815 -1.4753 3.0967
C 0.5046 3.4570 0.0524
H -4.4802 0.1781 -2.2464
H -2.0178 4.4348 0.4905
H -0.6927 -0.7229 -3.7520
H -3.4520 -2.0244 2.8232
H -3.7196 -2.2870 1.1102
H 3.5826 1.6192 -0.4839
H -3.6979 0.9457 -0.8710
H 5.0407 -2.9096 0.4933
H -2.6546 2.8644 1.0030
H -0.5630 -1.9647 4.0245
H -3.2856 -0.6858 1.6959
H -0.2535 5.2367 -0.8596
H -3.1943 -3.1783 -1.3142
H 5.9579 1.1525 -0.5277
H 0.7883 -1.6140 2.9662
H -1.6239 -4.3965 0.5553
H -2.5848 3.2468 -0.7075
H 1.4850 5.2526 -0.5976
H -2.2558 -0.0625 -4.1970
H 0.3764 5.4943 0.7666
H -0.4716 -0.4107 3.2087
H -0.1744 -4.4390 1.5424
H -1.1519 0.8818 -3.2146
H -3.4020 -2.8126 -3.0145
H 7.5887 -0.5580 -0.2735
H -1.7541 -4.5235 2.2965
H -1.8256 -3.2950 -2.4049
H 2.7342 4.1428 0.8618
H -4.4804 -0.6002 -0.6726
*
```

---

A cluster of 4 separate species, C15H29BF9IN2O7P in total in a non-equilibrium geometry, computed with ωB97M-V/def2-TZVPD.

orbital gap = 4.301 eV
E = -2787.7862 Eh

```
! RIJCOSX wB97M-V def2-TZVPD def2/J DEFGRID3
* xyz -1 1
I -3.9966 1.7729 3.3058
P -4.0957 2.1554 -1.8349
F 1.5838 0.5090 -2.8304
F 0.3435 1.7998 -1.5851
F -3.2387 -4.2234 -7.2622
F 3.8754 -4.1488 5.4326
F -4.6253 -3.8556 -5.6194
F 3.7260 -2.9805 3.5992
F 5.2621 -4.5166 3.7898
F -4.7747 -2.6873 -7.4528
F 0.3060 -0.3590 -1.2907
O 5.7991 -1.3783 4.5982
O -2.2522 -2.7249 -4.9124
O -2.7016 -1.0851 -6.4538
O 2.8515 -0.4246 -0.3281
O 2.6814 1.8455 -0.0375
O -6.3873 3.9351 -1.6241
O 6.2486 -3.0180 6.1396
N -5.4003 1.6178 -2.9613
N -4.0894 5.2004 -1.7290
C -2.5142 1.4581 0.6009
C 7.2289 -2.1653 6.7499
C -2.9089 -2.2081 -6.0004
C 4.6187 -3.5264 4.4725
C 3.5102 -0.4426 2.0081
C 5.5919 -2.5013 5.0516
C 3.9757 -0.4471 0.5643
C 2.2833 0.8037 -0.5531
C -2.6605 2.5651 -0.6439
C -1.9378 -0.8729 -3.3751
C -2.2045 2.1799 2.0455
C -3.8820 -3.2332 -6.5795
C 6.5629 -1.1661 7.6769
C 1.1358 0.6913 -1.5550
C -1.2718 -1.8721 -4.3021
B -4.8845 3.8966 -1.7082
H -2.7286 3.6098 -0.1211
H 7.8958 -2.8129 7.3281
H -4.5541 5.9389 -2.3035
H 2.8126 -1.2659 2.1906
H -3.5236 0.8159 -1.9776
H 5.9373 -1.6808 8.4129
H -0.6588 -1.3752 -5.0622
H -3.3439 2.6535 -2.9907
H -4.8952 1.6614 -0.7349
H -1.6160 0.7459 0.3574
H 7.8419 -1.6684 5.9898
H -1.2928 1.6685 2.5782
H -3.8700 5.5275 -0.7576
H -2.5930 -0.1944 -3.9302
H 4.3608 -0.5405 2.6889
H 4.5241 -1.3722 0.3593
H -2.0736 3.3429 1.9972
H -1.1884 -0.2753 -2.8480
H 7.3123 -0.5685 8.2039
H -1.6488 2.4831 -1.2721
H 2.9792 0.4834 2.2494
H -5.6845 0.6222 -2.7170
H -3.4904 0.8206 0.7061
H -6.6424 3.2590 -0.9093
H 4.6576 0.3845 0.3545
H -5.0158 1.5380 -3.9468
H 5.9077 -0.4876 7.1218
H -0.6049 -2.5197 -3.7239
H -2.5634 -1.3876 -2.6391
*
```

---

A structure of composition C15H29F3O6Zn in a non-equilibrium geometry, computed with ωB97M-V/def2-TZVPD.

ΔE to the lowest compared entry with this formula, charge and spin = 2.892 eV
orbital gap = 7.620 eV
E = -3119.2299 Eh

```
! RIJCOSX wB97M-V def2-TZVPD def2/J DEFGRID3
* xyz 0 1
Zn -21.8148 -16.2422 23.5531
F -24.0100 -19.9850 21.3642
F -24.6458 -17.8771 21.0729
F -23.5069 -18.8888 19.6702
O -19.7629 -17.1866 24.2341
O -21.0143 -14.4210 23.7515
O -23.7589 -15.5491 23.4060
O -22.5428 -16.4152 25.5202
O -22.2954 -18.2629 23.1017
O -22.1127 -16.7591 21.5144
C -25.1170 -13.7489 22.6753
C -21.2292 -12.0742 22.8177
C -18.5759 -19.2147 24.0937
C -22.6208 -16.3820 26.7632
C -23.5850 -17.2331 27.5353
C -21.7182 -15.4150 27.6343
C -21.7697 -16.3313 20.1875
C -22.3700 -14.9213 20.0536
C -20.6445 -13.0708 23.7510
C -17.4817 -17.0998 25.0214
C -24.8739 -15.0769 23.3273
C -25.9430 -15.7274 24.1459
C -23.6259 -18.7377 20.9970
C -22.3779 -18.1970 21.7357
C -18.7007 -17.7958 24.3818
H -24.2092 -17.8859 26.9252
H -19.5773 -12.9092 23.5988
H -20.7311 -12.3824 21.8985
H -26.0455 -13.7627 22.1046
H -20.6888 -16.2926 20.0525
H -21.2765 -11.0229 23.1014
H -19.3200 -19.4004 23.3191
H -21.6209 -14.3185 20.5671
H -22.3160 -12.1554 22.8383
H -20.6344 -12.6748 24.7665
H -24.3582 -13.5320 21.9234
H -17.8459 -16.3064 25.6740
H -16.8844 -17.8560 25.5308
H -18.8383 -19.8464 24.9423
H -25.5347 -15.9388 25.1341
H -21.5741 -18.8282 21.3565
H -22.3187 -16.8226 19.3842
H -26.1388 -16.7275 23.7592
H -25.2778 -13.0553 23.5006
H -26.8342 -15.1195 24.3018
H -17.5194 -19.3693 23.8750
H -22.9997 -17.8041 28.2560
H -20.7751 -15.1918 27.1354
H -24.2475 -16.5588 28.0782
H -22.5075 -14.5962 19.0223
H -22.3467 -14.5396 27.7975
H -21.5412 -15.9289 28.5791
H -23.3575 -14.8982 20.5143
H -16.9825 -16.5978 24.1926
*
```

---

A cluster of 3 separate species, C15H29IN5O5 in total in a non-equilibrium geometry, computed with ωB97M-V/def2-TZVPD.

orbital gap = 7.543 eV
E = -1536.3389 Eh

```
! RIJCOSX wB97M-V def2-TZVPD def2/J DEFGRID3
* xyz 1 1
I -1.8873 -2.7150 1.7764
O 1.4515 -2.8684 3.4429
O 2.6154 -2.4786 -1.5751
O -1.1625 1.7754 4.3374
O -0.4990 -0.7591 -4.5005
O 1.5669 -0.6777 3.4246
N 0.9927 0.3924 0.8568
N -0.5705 -0.7101 -6.7372
N -1.0696 1.5435 1.0873
N 0.5397 2.1716 -0.6422
N -1.8515 3.7324 5.1815
C 1.1810 -2.4813 -1.4932
C -0.4594 -1.3741 -5.5631
C -1.7961 4.9156 6.0224
C 0.2486 2.7713 5.9988
C 1.3006 -2.0436 1.2524
C 1.8791 -2.4452 -2.8927
C -0.2883 -2.8714 -5.6154
C 1.4257 -1.8784 2.7802
C -1.0633 -0.9146 0.9189
C -0.9655 2.7133 5.1101
C 0.1451 1.4031 0.4202
C -1.2748 0.3072 1.8950
C 0.4398 -0.9877 0.5040
C 0.5096 -1.0737 -1.0670
C -0.5475 -1.2530 -8.0838
H -1.4853 -0.9974 -8.5791
H -1.1503 -3.3315 -6.1001
H 1.2263 -0.3609 -1.5172
H 0.6267 -3.1264 -6.1528
H 1.1997 2.9211 -0.4732
H 0.6454 -3.4264 -1.2037
H -2.3456 0.2502 2.1823
H -0.4232 -2.3312 -8.0850
H -1.7974 5.7990 5.3824
H -0.8943 2.3163 1.7534
H 1.9484 -1.4728 -3.3980
H 2.3360 -1.9709 0.8330
H -0.9101 4.9273 6.6490
H 0.9948 -3.0914 1.0757
H -2.6850 4.9363 6.6539
H -0.2142 -3.2605 -4.6026
H -2.6389 3.6247 4.5595
H 1.9902 -3.3905 -3.4463
H -0.4680 -1.1360 -1.5792
H -0.6823 0.2863 -6.6254
H -0.6205 0.2771 2.7852
H 2.1448 -0.8512 4.1901
H -0.0515 2.7870 7.0472
H -1.7015 -0.6871 0.0370
H 0.8445 3.6553 5.7666
H 0.8594 1.8881 5.8278
H 0.2771 -0.7942 -8.6312
H 0.2163 1.9186 -1.5707
H 1.8981 0.4475 0.3830
*
```

---

A cluster of 2 separate species, C15H29N2O2 in total, computed with ωB97M-V/def2-TZVPD.

ΔE to the lowest compared entry with this formula, charge and spin = 0.736 eV
orbital gap = 3.987 eV
E = -848.8021 Eh

```
! RIJCOSX wB97M-V def2-TZVPD def2/J DEFGRID3
* xyz -1 1
O -0.3934 -1.0433 1.9915
O -1.1217 2.6806 4.6890
N -2.4015 1.3564 2.3458
N 2.6755 -1.5088 -3.6626
C -2.5245 0.1300 1.5672
C 0.2564 -0.4073 3.0651
C 3.2037 -0.9641 -4.7924
C -0.4970 3.6839 3.9148
C -0.1898 1.2207 -2.3235
C 2.5520 -3.0507 -5.2612
C 1.6195 -1.4359 -1.3865
C -2.5205 2.5473 4.4761
C 2.2686 -2.7786 -3.9511
C 3.1406 -1.8787 -5.8089
C -1.8006 -1.1182 2.0625
C -2.8587 1.2816 3.7193
C -0.2649 -0.2506 -2.7722
C 2.5804 -0.8016 -2.3820
C 0.1099 -1.2086 -1.6360
H 3.5883 -0.8006 -1.9491
H 3.4704 -1.7197 -6.8237
H -2.9973 2.5109 5.4606
H -2.4353 0.4346 4.2806
H -3.5899 -0.1171 1.4826
H 1.8724 -1.0154 -0.4076
H -1.4369 1.6607 2.3247
H -2.1065 -1.4132 3.0773
H 1.8619 -2.5018 -1.3137
H -2.9063 3.4211 3.9409
H 1.7894 -3.3955 -3.2084
H -0.4855 1.8798 -3.1569
H 2.2915 0.2298 -2.5918
H 0.3352 0.6750 2.9221
H -0.3286 -0.7593 -0.7401
H -1.0288 4.6376 3.9993
H -0.4292 3.4197 2.8549
H 3.5621 0.0554 -4.7951
H 0.5115 3.8085 4.3066
H -1.3121 -0.4588 -3.0318
H -2.1654 0.3500 0.5576
H -0.3708 -2.1881 -1.7762
H -0.2501 -0.6015 4.0176
H 1.2685 -0.8107 3.1171
H -3.9482 1.1616 3.7212
H 0.8475 1.5036 -2.0666
H 2.3302 -3.9787 -5.7673
H -2.0859 -1.9318 1.3909
H 0.3138 -0.5100 -3.6808
*
```

---

A structure of composition C15H30As3F18O15Tl in a non-equilibrium geometry, computed with ωB97M-V/def2-TZVPD.

ΔE to the lowest compared entry with this formula, charge and spin = 1.543 eV
orbital gap = 4.658 eV
E = -10395.7080 Eh

```
! RIJCOSX wB97M-V def2-TZVPD def2/J DEFGRID3
* xyz 0 1
Tl -26.6446 -5.3222 -6.3393
As -24.6023 -2.8288 -3.0830
As -29.6026 -2.3478 -4.4977
As -27.5268 -9.7188 -5.8288
F -24.4804 -4.2612 -2.0959
F -27.7055 -11.4279 -5.7969
F -26.3923 -9.7946 -7.1515
F -25.5050 -3.7874 -4.2903
F -26.0519 -2.3538 -2.2985
F -23.1403 -3.3128 -3.8826
F -28.5144 -0.9796 -4.5777
F -23.6966 -1.8708 -1.9632
F -30.2938 -1.7629 -5.9979
F -26.1771 -9.7317 -4.7387
F -24.7533 -1.4950 -4.1863
F -28.9271 -2.7458 -2.9728
F -28.8225 -9.5741 -6.9999
F -30.8253 -1.4350 -3.6651
F -30.6792 -3.7173 -4.4844
F -27.4021 -7.9504 -5.8340
F -28.4257 -3.3051 -5.3958
F -28.6428 -9.5926 -4.5149
O -28.5518 -2.2930 -9.8085
O -27.7214 -4.0517 -10.8187
O -28.0908 -8.1879 -10.1205
O -31.4191 -6.2428 -7.5670
O -29.4217 -5.8534 -6.6070
O -27.8344 -4.0469 -8.6097
O -29.1856 -6.3899 -9.4892
O -27.2614 -6.9290 -8.4957
O -30.6865 -4.2013 -7.3320
O -24.9874 -2.2760 -8.8563
O -23.5395 -6.2565 -4.0741
O -25.9846 -2.6916 -6.9084
O -25.3243 -0.6343 -7.4546
O -24.5272 -7.4432 -2.5197
O -25.6997 -6.7006 -4.2592
C -30.1151 -6.6421 -10.5518
C -27.7303 -3.3290 -12.0443
C -25.9618 0.0170 -6.3489
C -27.9918 -3.4696 -9.6568
C -24.9934 -1.2966 -9.9331
C -24.6354 -6.7825 -3.6342
C -28.8609 -1.4345 -8.6990
C -30.4398 -5.4674 -7.1482
C -25.5216 -1.8990 -7.7052
C -31.7537 -3.7548 -8.1620
C -31.2877 -7.6714 -7.3096
C -26.8801 -9.0040 -10.1438
C -25.6053 -8.2815 -2.0690
C -22.3762 -6.0487 -3.2270
C -28.1390 -7.1629 -9.3103
H -32.6933 -3.9961 -7.6558
H -22.3664 -4.9983 -2.9668
H -26.9135 -2.6055 -12.0100
H -29.2277 -0.5183 -9.1491
H -27.0650 -9.8224 -10.8271
H -21.5162 -6.2586 -3.8592
H -31.0844 -6.2755 -10.2200
H -31.7188 -2.6719 -8.1930
H -25.9435 -0.7658 -9.9233
H -29.6058 -1.8637 -8.0397
H -25.3682 -9.3119 -2.3132
H -26.7454 -9.3444 -9.1218
H -26.7042 -0.5818 -5.8283
H -26.5534 -7.9892 -2.5155
H -27.4361 -4.0277 -12.8257
H -24.8954 -1.8280 -10.8731
H -26.4717 0.9335 -6.6494
H -32.0715 -7.9472 -6.6115
H -31.7803 -4.2773 -9.1167
H -28.6830 -2.8827 -12.3153
H -29.7953 -5.9968 -11.3715
H -26.0655 -8.3633 -10.4713
H -25.7754 -8.1846 -0.9995
H -24.1571 -0.6401 -9.7127
H -30.2918 -7.9159 -6.9613
H -30.1963 -7.6800 -10.8510
H -31.4877 -8.1619 -8.2602
H -27.9566 -1.2655 -8.1166
H -25.2058 0.3257 -5.6335
H -22.3579 -6.7468 -2.3998
*
```

---

The molecule C15H30ClF5O2Si2, computed with ωB97M-V/def2-TZVPD.

SMILES = CCOCCCCC[Si@@H](O[SiH2]CCCC(F)(F)C(F)(F)F)[C@H](Cl)CC
orbital gap = 10.309 eV
E = -2278.6426 Eh

```
! RIJCOSX wB97M-V def2-TZVPD def2/J DEFGRID3
* xyz 0 1
Cl 0.9913 -2.1372 -3.5364
Si 3.0548 -0.2759 -1.1126
Si 0.8500 0.8034 -2.8833
F -0.6168 -2.6684 0.1180
F 1.1379 -4.4526 0.3258
F -1.4278 -3.6731 1.8372
F -0.2775 -1.8707 2.0984
F 0.6741 -4.8319 2.4122
O 1.9893 0.8495 -1.6885
O -2.2057 2.6326 2.7524
C 0.9438 -3.8524 1.5198
C -0.6522 1.4596 4.2636
C 2.1016 -1.3903 0.0373
C -0.3751 2.2886 -0.0320
C -0.3506 2.2106 -2.5652
C -0.0882 -0.8432 -2.9063
C -0.9920 2.7279 3.4829
C -0.3744 -3.0057 1.3871
C -1.8605 2.3459 0.3245
C 2.1975 -3.1265 1.9591
C 2.9481 -2.3390 0.8835
C -2.2150 1.7101 1.6708
C -0.0126 3.0418 -1.3150
C -1.3944 -0.7443 -3.7162
C -2.6339 -0.4662 -2.8449
H 2.8398 -3.9208 2.3496
H 1.5182 0.9341 -4.1980
H 0.2284 2.6596 0.8005
H -1.3051 0.0341 -4.4838
H 1.9321 -2.4847 2.8026
H -0.0986 1.2316 -0.1534
H -1.1427 3.5720 4.1567
H -1.5141 -1.6821 -4.2610
H -1.3588 1.8038 -2.4353
H -1.5786 0.9730 4.5804
H -3.2233 1.2926 1.6441
H 1.0470 3.3082 -1.3001
H 1.4970 -0.7322 0.6766
H -0.0796 1.7127 5.1593
H 1.4032 -1.9622 -0.5829
H -2.2050 3.3862 0.3432
H -3.1391 0.4625 -3.1147
H -0.3951 2.8332 -3.4656
H -1.5282 0.8770 1.8813
H -0.5716 3.9841 -1.3504
H 3.7246 -1.7763 1.4126
H 3.6644 -1.0361 -2.2231
H -0.1621 2.9929 2.8160
H 4.1281 0.4339 -0.3795
H -0.0660 0.7398 3.6889
H -2.3713 -0.3919 -1.7852
H -3.3650 -1.2707 -2.9399
H 3.4689 -3.0444 0.2287
H -2.4419 1.8374 -0.4547
H -0.3170 -1.1599 -1.8850
*
```

---

A structure of composition C15H30FGaI2O25PS6 in a non-equilibrium geometry, computed with ωB97M-V/def2-TZVPD.

orbital gap = 6.441 eV
E = -7820.8721 Eh

```
! RIJCOSX wB97M-V def2-TZVPD def2/J DEFGRID3
* xyz -1 1
I -3.5563 1.8648 -4.5904
I -3.0235 0.7280 0.6096
Ga -5.7875 1.6792 -1.6111
S -2.6354 -5.2758 3.6866
S -0.0269 -3.7712 -0.5542
S 2.1689 2.9013 -0.7788
S -0.4169 5.9540 -0.5966
S 7.9395 4.0788 0.9760
S -0.9975 -9.2499 2.2516
P -6.9159 -0.3276 -2.2258
F -6.7440 3.1732 -2.3703
O 7.6641 5.3214 -0.0351
O 9.3057 4.1358 1.4106
O 3.5773 2.9198 0.0340
O 1.2002 -3.9689 0.4936
O 7.7962 2.8820 -0.1150
O -1.7340 -9.0278 3.4645
O 1.7260 1.5337 -0.8799
O 1.2600 3.6478 0.3530
O -2.8725 -6.1271 2.5536
O -1.4838 5.6962 -1.7965
O 0.6440 4.9902 -0.7147
O 6.8328 3.9902 1.8874
O -6.7232 -1.2927 -0.9798
O 2.2868 3.7698 -1.9145
O -0.1688 -4.9740 -1.3259
O 0.0577 -10.2184 2.1454
O -1.1508 6.1591 0.6217
O 0.6731 -2.6407 -1.4896
O -2.0619 -9.5170 1.0519
O -1.1195 -3.1597 0.1466
O -1.6720 -5.5834 4.7046
O -4.0646 -4.9744 4.3991
O -0.4409 -7.8174 1.7269
O 0.1311 7.3991 -1.1077
O -2.3468 -3.7694 3.1442
C -1.6999 6.9190 -2.4978
C -3.8595 1.4982 -2.4222
C 7.6496 4.8470 -1.3816
C 2.3517 -3.2737 0.0163
C -4.2981 -3.5672 4.4249
C -2.2693 -8.2998 0.3358
C 3.4466 3.7320 1.2002
C -0.9393 -7.5637 0.4130
C -3.5543 -3.0103 3.2189
C -2.7406 1.1103 -1.5551
C -1.2150 0.8940 -2.0845
C -0.3730 7.6633 -2.4167
C 7.1833 3.3998 -1.2954
C 1.9770 3.6478 1.5895
C 1.8106 -2.1132 -0.8088
H -8.3194 -0.0908 -2.4588
H -3.8877 -3.1713 5.3588
H 1.6626 4.4855 2.2148
H 7.4754 2.8157 -2.1693
H 4.1047 3.3689 1.9918
H -0.5228 1.3485 -1.2512
H 1.7609 2.7070 2.1063
H -0.9972 1.3797 -3.1061
H 6.0980 3.3420 -1.1658
H -5.7930 1.8179 -0.0235
H 6.9846 5.4588 -1.9941
H -4.1176 -3.1793 2.2960
H -2.4926 7.4691 -1.9812
H -1.0519 -6.4917 0.2488
H 2.5435 -1.7316 -1.5212
H -3.0598 -7.7398 0.8434
H -0.2219 -7.9683 -0.3073
H 8.6681 4.9108 -1.7762
H -2.5728 -8.5042 -0.6922
H 0.3445 7.2708 -3.1437
H 3.7269 4.7562 0.9363
H -1.0338 -0.2557 -2.0665
H 1.4703 -1.2961 -0.1652
H -0.4927 8.7377 -2.5692
H 2.9323 -3.9625 -0.6048
H -6.2542 -0.9754 -3.3398
H 2.9657 -2.9343 0.8526
H -2.0057 6.7238 -3.5267
H -5.3686 -3.3578 4.3818
H -3.3364 -1.9462 3.3203
*
```